No. 1
Computed, not measured: the molecule C4H6O2, with the ωB97M-V functional and the def2-TZVPD basis.

Each line ends with the natural charge from an NBO analysis.
Positions of all 12 atoms, in Å:
C  0.1723  -1.5354  -0.8243  -0.718
C  0.0186  -0.7392  0.4294  0.604
O  0.4499  -1.0912  1.5012  -0.526
C  -0.6100  0.6371  0.2450  -0.628
C  0.3153  1.7930  0.5725  0.457
O  1.5096  1.7764  0.4122  -0.503
H  1.0200  -0.9629  -1.2343  0.249
H  -0.6962  -1.4846  -1.4932  0.224
H  0.4538  -2.5744  -0.6422  0.240
H  -0.9481  0.7997  -0.7886  0.239
H  -1.4902  0.6722  0.8901  0.249
H  -0.1951  2.7094  0.9321  0.112

- frontier orbital gap (eV) = 10.664
- E_HOMO (eV) = -9.868
- lowest unoccupied orbital energy (eV) = 0.80


No. 2
Computed, not measured: a 2-piece molecular cluster, C5H14S overall in a non-equilibrium geometry, with the ωB97M-V functional and the def2-TZVPD basis.

Each line ends with the natural charge from an NBO analysis.
Positions of all 20 atoms, in Å:
C  2.2821  -2.2466  -1.7821  -0.612
C  1.0220  -2.8649  -2.5861  -0.389
C  1.3865  -2.6213  -4.1638  -0.634
H  2.0956  -1.1656  -1.9509  0.209
H  3.2555  -2.8139  -2.0727  0.214
H  2.0725  -2.2997  -0.7485  0.199
H  0.2791  -2.3219  -2.1264  0.193
H  0.8437  -3.9687  -2.5509  0.202
H  0.5643  -2.3477  -4.7626  0.208
H  2.2719  -2.1017  -4.4445  0.209
H  1.6720  -3.5787  -4.7286  0.201
C  -1.9204  3.2219  1.3719  -0.596
C  -0.9958  2.0043  1.4637  -0.620
S  -0.8835  1.3408  3.0544  -0.026
H  -1.5967  4.1852  1.9192  0.214
H  -2.8095  2.9649  1.7268  0.197
H  -2.0922  3.4871  0.2868  0.204
H  -1.2430  1.1092  0.8250  0.236
H  -0.1940  2.3123  0.7511  0.241
H  -1.6296  0.1268  3.1837  0.149

- frontier orbital gap (eV) = 9.683
- E_HOMO (eV) = -9.052
- lowest unoccupied orbital energy (eV) = 0.63


No. 3
Computed, not measured: the molecule C20H22Cl2N2O4, with the ωB97M-V functional and the def2-TZVPD basis.

Each line ends with the natural charge from an NBO analysis.
Positions of all 50 atoms, in Å:
C  5.0248  -2.5817  -2.5061  -0.238
O  3.9205  -2.4343  -1.6392  -0.493
C  3.8424  -1.4142  -0.7484  0.298
C  2.7343  -1.5008  0.1020  -0.257
C  2.4959  -0.5387  1.0583  -0.091
C  1.3334  -0.6765  1.9964  0.676
O  1.3687  -1.4123  2.9632  -0.612
N  0.2632  0.1076  1.7194  -0.437
C  0.0700  0.8584  0.5033  -0.223
C  -1.0671  0.2243  -0.3030  -0.223
N  -2.2652  0.1929  0.5129  -0.446
C  -3.5125  0.2536  -0.0846  0.152
C  -4.4747  -0.7420  0.1131  -0.227
C  -5.7355  -0.6355  -0.4440  -0.041
Cl  -6.8837  -1.8960  -0.1658  0.011
C  -6.0871  0.4497  -1.2285  -0.249
C  -5.1506  1.4484  -1.4291  -0.198
C  -3.8954  1.3624  -0.8575  -0.065
Cl  -2.8263  2.7107  -1.0629  0.002
C  -2.0728  -0.6170  1.6976  -0.224
C  -0.9369  0.0026  2.5188  -0.229
C  3.3785  0.5246  1.2136  -0.339
C  4.4942  0.6186  0.3972  0.351
O  5.4244  1.6112  0.4966  -0.511
C  5.3151  2.5341  1.5528  -0.252
C  4.7262  -0.3385  -0.6134  0.139
O  5.8492  -0.2404  -1.4159  -0.523
C  5.9127  0.8959  -2.2549  -0.250
H  5.0432  -1.8039  -3.2737  0.173
H  5.9695  -2.5740  -1.9610  0.192
H  4.8808  -3.5519  -2.9823  0.189
H  2.0762  -2.3462  -0.0162  0.230
H  0.9899  0.8656  -0.0808  0.232
H  -0.2060  1.8871  0.7612  0.202
H  -1.2433  0.7913  -1.2142  0.227
H  -0.7740  -0.8011  -0.5816  0.179
H  -4.2306  -1.6159  0.6944  0.224
H  -7.0698  0.5202  -1.6639  0.232
H  -5.4051  2.3164  -2.0170  0.232
H  -2.9857  -0.6106  2.2937  0.218
H  -1.8088  -1.6556  1.4459  0.182
H  -0.7068  -0.6190  3.3856  0.251
H  -1.2318  1.0044  2.8479  0.197
H  3.1899  1.2525  1.9853  0.224
H  4.4142  3.1495  1.4588  0.175
H  5.3156  2.0327  2.5249  0.184
H  6.1949  3.1712  1.4750  0.202
H  5.0372  0.9487  -2.9133  0.167
H  5.9880  1.8212  -1.6809  0.194
H  6.8115  0.7657  -2.8557  0.192

- frontier orbital gap (eV) = 8.919
- E_HOMO (eV) = -8.351
- lowest unoccupied orbital energy (eV) = 0.57


No. 4
Computed, not measured: C34H23Br4N4O8S3Ta as an isolated structure, with the ωB97M-V functional and the def2-TZVPD basis.

Each line ends with the Mulliken charge.
Positions of all 77 atoms, in Å:
Ta  -0.1404  0.0583  -0.3034  1.210
S  -0.3298  -0.7158  2.0487  -0.543
C  -1.7131  0.1373  2.7061  0.966
C  -1.8270  0.0960  4.1290  -0.118
N  -1.8902  0.0569  5.2791  -0.607
C  -2.6710  0.7420  1.9497  0.594
S  -2.6706  0.8522  0.2304  -0.331
C  -3.7890  1.3491  2.6178  -0.151
N  -4.6840  1.8600  3.1316  -0.614
C  7.9481  3.3911  -0.6790  -1.813
C  6.5708  2.8433  -0.9426  1.176
C  5.5413  3.0211  -0.0229  -0.763
C  4.2851  2.4751  -0.2336  -0.289
C  4.0581  1.7373  -1.3863  -0.494
C  5.0657  1.5479  -2.3196  -0.515
C  6.3138  2.1098  -2.0971  -0.930
S  2.4788  0.9648  -1.6547  2.270
O  1.4221  1.9244  -1.8861  -0.680
O  2.7225  -0.0177  -2.6820  -0.868
N  2.0763  0.3698  -0.2251  -0.695
C  2.8190  -0.8294  0.1401  -0.646
C  2.0858  -2.0194  -0.4369  0.826
O  2.5968  -3.0633  -0.7638  -0.722
O  0.7988  -1.7558  -0.5324  -0.744
H  7.9118  4.2634  -0.0264  0.375
H  8.4427  3.6811  -1.6074  0.388
H  8.5770  2.6424  -0.1904  0.382
H  5.7203  3.5978  0.8786  0.297
H  3.4873  2.5980  0.4890  0.477
H  4.8627  0.9545  -3.2005  0.530
H  7.1043  1.9622  -2.8251  0.362
H  2.8149  -0.9172  1.2310  0.397
H  3.8597  -0.7962  -0.1883  0.296
Br  -4.6848  -4.0462  -3.9115  -0.219
C  -3.4658  -2.6895  -3.3895  0.137
C  -3.0746  -1.7221  -4.3081  0.355
Br  -3.7371  -1.7243  -6.0791  -0.217
C  -2.1726  -0.7225  -3.9089  -0.589
Br  -1.5775  0.6431  -5.0559  -0.131
C  -1.6985  -0.7268  -2.6189  -0.144
O  -0.8134  0.1630  -2.1321  -0.214
C  -2.0731  -1.7040  -1.6726  0.822
O  -1.5461  -1.5853  -0.5049  -0.534
C  -2.9787  -2.6869  -2.0812  -0.055
Br  -3.4753  -3.9604  -0.7852  -0.151
C  5.9941  6.3249  -1.6819  -1.978
C  4.5735  5.8305  -1.5878  1.555
C  4.0276  5.1309  -2.6598  -0.791
C  2.7372  4.6345  -2.5834  -0.947
C  1.9633  4.8540  -1.4584  -0.544
C  2.4898  5.5649  -0.3854  0.239
N  1.7390  5.8477  0.7575  0.132
C  0.3593  5.5935  0.8917  -0.175
C  -0.4682  6.7041  1.0698  -0.636
C  -1.8357  6.5709  1.2327  -0.616
C  -2.4115  5.3127  1.1738  -0.857
C  -1.6003  4.2069  0.9816  -0.574
C  -0.2153  4.3137  0.8686  0.704
C  0.5907  3.0224  0.8817  0.326
O  1.6965  3.0038  1.3806  -0.706
O  -0.0828  1.9905  0.4631  0.705
C  3.8148  6.0360  -0.4353  1.557
C  4.3833  6.7295  0.7741  -2.573
H  6.3989  6.1246  -2.6740  0.358
H  6.6423  5.8268  -0.9561  0.268
H  6.0681  7.3994  -1.4978  0.429
H  4.6306  4.9479  -3.5418  0.275
H  2.3225  4.0493  -3.3942  0.350
H  0.9614  4.4523  -1.4163  0.485
H  1.9989  6.7188  1.1900  0.390
H  -0.0153  7.6904  1.0623  0.373
H  -2.4474  7.4528  1.3827  0.349
H  -3.4800  5.1811  1.2843  0.449
H  -2.0318  3.2184  0.9276  0.068
H  4.1312  6.1768  1.6825  0.436
H  3.9910  7.7474  0.8959  0.412
H  5.4668  6.8126  0.7223  0.453

- frontier orbital gap (eV) = 6.264
- E_HOMO (eV) = -2.665
- lowest unoccupied orbital energy (eV) = 3.60
- net charge = -2


No. 5
Computed, not measured: C17H23F5NO2P2STi as an isolated structure in a non-equilibrium geometry, with the ωB97M-V functional and the def2-TZVPD basis.

Each line ends with the natural charge from an NBO analysis.
Positions of all 52 atoms, in Å:
Ti  -0.4279  0.0690  0.3461  1.267
P  2.0619  -0.5628  0.3661  1.121
C  2.0083  -0.9602  -1.4030  -0.640
C  0.8631  -1.2126  -2.1812  0.209
N  -0.3515  -0.7904  -1.6116  -0.650
C  -1.4712  -1.1351  -2.2391  0.237
C  -1.5010  -1.9562  -3.3480  -0.253
C  -0.3220  -2.2730  -3.9983  -0.093
C  0.8722  -1.8163  -3.4853  -0.238
C  -2.7467  -0.6672  -1.6202  -0.733
P  -2.6025  0.9338  -0.6329  0.877
H  1.8542  -2.0414  -3.9446  0.253
H  -2.4695  -2.3059  -3.6448  0.248
H  -0.3479  -2.9019  -4.8748  0.257
H  -3.5610  -0.4961  -2.3469  0.274
H  -3.1058  -1.4549  -0.9282  0.260
H  4.4229  2.0194  -3.1987  0.467
H  2.9870  -0.9154  -1.9494  0.279
H  0.8504  2.8665  -2.3481  0.508
O  3.9128  2.6296  -3.7863  -0.938
H  3.4152  2.0339  -4.4317  0.474
H  1.1065  0.2069  1.2525  -0.059
O  0.3412  2.7299  -1.5248  -0.937
H  0.8646  3.0410  -0.8177  0.483
C  -2.7525  2.0614  -2.0386  -0.919
H  -3.7408  1.9497  -2.5202  0.261
H  -2.6076  3.0917  -1.6905  0.272
H  -1.9648  1.8605  -2.7808  0.259
C  -4.2170  1.1730  0.1871  -0.925
H  -4.1149  2.0400  0.8529  0.271
H  -5.0200  1.3726  -0.5376  0.273
H  -4.4905  0.3048  0.8006  0.261
C  2.4127  -2.1896  1.0587  -0.965
H  3.4957  -2.2449  1.2623  0.290
H  1.8713  -2.4617  1.9806  0.271
H  2.1385  -2.9294  0.2761  0.287
C  3.4334  0.5377  0.9035  -0.922
H  3.2553  0.9163  1.9250  0.278
H  4.3706  -0.0252  0.9267  0.280
H  3.5486  1.4109  0.2508  0.280
F  -0.4488  -1.6615  6.5658  -0.256
C  -0.2818  -0.9399  5.4426  0.348
C  0.3681  0.3051  5.5405  0.306
F  0.8544  0.7846  6.7111  -0.247
C  0.4373  1.0870  4.3986  0.351
F  1.1551  2.2394  4.3619  -0.266
C  -0.2522  0.6637  3.2359  -0.301
S  -0.5414  1.8347  1.9240  -0.103
C  -0.6559  -0.6839  3.1190  0.260
F  -0.9567  -1.3039  1.8266  -0.344
C  -0.7208  -1.4900  4.2264  0.286
F  -1.2284  -2.7438  4.1417  -0.259

- frontier orbital gap (alpha / beta) (eV) = 5.917 / 5.340
- E_HOMO (alpha / beta) (eV) = -14.012 / -13.658
- lowest unoccupied orbital energy (alpha / beta) (eV) = -8.09 / -8.32
- net charge = +2
- 2S+1 = 2


No. 6
Computed, not measured: C31H28BrIN5NdO10SSi as an isolated structure in a non-equilibrium geometry, with the ωB97M-V functional and the def2-TZVPD basis.

Each line ends with the Mulliken spin population.
Positions of all 79 atoms, in Å:
Nd  -0.5539  -1.1967  0.3282  3.012
O  -2.4096  0.1657  3.5600  -0.001
S  -1.6462  -0.9839  3.0689  0.004
O  -1.4576  -2.1244  3.9620  -0.001
O  -0.2763  -0.5638  2.4986  -0.003
O  -2.2734  -1.5702  1.8234  0.001
I  1.0248  -3.5843  2.2550  -0.001
C  2.4338  -4.1770  0.8092  -0.003
C  3.1847  -5.2105  1.1803  0.001
C  4.2524  -5.6017  0.3071  -0.001
C  4.4682  -4.8947  -0.8886  0.000
C  3.6068  -3.8687  -1.2799  -0.002
C  3.7858  -3.2575  -2.5216  0.001
C  2.9350  -2.1892  -2.8638  0.000
C  1.7894  -1.9200  -2.1561  0.004
C  1.5303  -2.5172  -0.8480  0.003
C  2.5146  -3.4681  -0.4592  -0.004
H  3.0247  -5.7085  2.0794  0.000
H  4.9976  -6.4041  0.5593  0.000
H  5.3296  -5.2360  -1.5122  0.000
H  4.5674  -3.4388  -3.2626  0.000
H  3.0443  -1.6377  -3.7961  0.000
H  1.1419  -1.0930  -2.4813  -0.003
C  3.5064  0.0392  0.3703  -0.001
C  2.4018  1.0703  0.6998  -0.002
C  2.9202  2.3425  1.0090  0.001
C  1.9658  3.3685  1.2625  0.000
C  0.6306  3.2005  0.9933  0.000
C  0.1861  1.7972  0.5575  -0.003
N  1.1227  0.7964  0.4900  0.002
N  -1.0413  1.3647  0.3297  -0.001
Si  -2.3474  2.4567  0.2204  -0.001
C  -3.9513  1.4940  0.1328  0.001
C  -2.5924  3.5542  1.6849  0.000
C  -1.8938  3.5780  -1.2928  0.000
H  4.5639  0.3460  0.4290  0.000
H  3.4382  -0.1925  -0.6641  0.000
H  3.3085  -0.9490  0.7211  0.000
H  3.9970  2.5818  1.0986  0.000
H  2.4200  4.2264  1.6986  0.000
H  -0.1194  3.8937  1.2833  0.000
H  -3.9935  0.8399  0.9389  0.000
H  -4.1444  0.9020  -0.7876  0.000
H  -4.8391  2.2414  0.2895  0.000
H  -2.1431  3.2978  2.6034  0.000
H  -3.6753  3.5458  1.9019  0.000
H  -2.1705  4.6253  1.4796  0.000
H  -1.8222  3.0827  -2.2149  0.000
H  -0.9250  4.0479  -0.9925  0.000
H  -2.6616  4.3452  -1.3858  0.000
Br  1.1222  -1.7801  6.5279  0.000
C  2.3609  -0.6883  5.6110  0.000
C  3.7076  -0.6421  6.0614  0.000
C  4.5817  0.1947  5.4793  0.000
N  4.2649  1.0221  4.4872  0.000
C  3.0084  0.9770  4.0019  0.000
C  2.0400  0.0924  4.5598  -0.001
H  3.8477  -1.3713  6.8217  0.000
H  5.6099  0.2252  5.7983  0.000
H  2.7540  1.6428  3.2958  0.000
H  1.0637  0.1732  4.0681  0.000
O  -2.7934  -1.3860  -1.0480  -0.002
C  -2.2073  -0.9195  -2.0962  -0.004
O  -0.9568  -0.9388  -2.3259  0.002
C  -3.1214  -0.2127  -3.1103  0.000
C  -4.4921  -0.5345  -3.1527  0.000
C  -5.2919  0.2293  -3.9968  0.000
C  -4.8025  1.2423  -4.8055  0.000
C  -3.4764  1.5138  -4.6353  0.000
C  -2.6592  0.8607  -3.7379  0.000
N  -2.9280  2.4902  -5.5276  0.000
O  -3.7027  2.8909  -6.4074  0.000
O  -1.8085  2.9000  -5.3136  0.000
N  -6.7558  -0.1548  -3.9945  0.000
O  -7.1384  -0.9454  -3.1303  0.000
O  -7.4707  0.3907  -4.8059  0.000
H  -4.8578  -1.4092  -2.6278  0.000
H  -5.4336  1.6497  -5.5747  0.000
H  -1.6197  1.0715  -3.6406  0.000

- frontier orbital gap (alpha / beta) (eV) = 5.186 / 5.196
- E_HOMO (alpha / beta) (eV) = -2.506 / -2.515
- lowest unoccupied orbital energy (alpha / beta) (eV) = 2.68 / 2.68
- net charge = -2
- 2S+1 = 4


Here are the calculated energy above the lowest of the compared OMol25 structures with the same formula, charge and spin numbers, same order: 21.89; 64.86; 80.89; 26.33; 8.76; 62.61 (kcal/mol).